This record from OMol25 describes C31H62FNbO4P as an isolated structure. The level of theory is ωB97M-V/def2-TZVPD.

Charge   -1
2S+1   1
Frontier orbital gap   7.28 eV

Last column: Löwdin charge in e.
Atoms and positions in Å:
Nb  0.342  -0.470  -3.927  1.538
P  -3.593  3.180  -2.578  0.611
F  3.799  1.514  -0.671  -0.118
O  -0.069  -3.985  -3.318  0.014
O  -3.268  3.263  -0.939  -0.234
O  -2.361  4.006  -3.326  -0.251
O  -4.887  3.886  -2.862  -0.325
C  4.182  -3.144  3.907  -0.233
C  -2.691  -0.254  1.375  -0.106
C  -4.227  0.795  3.888  -0.231
C  -6.665  0.073  4.056  -0.117
C  0.819  -4.372  -0.096  -0.026
C  3.711  -4.068  -0.590  -0.075
C  4.711  -3.096  6.989  -0.118
C  1.349  -3.801  -1.324  -0.142
C  -1.646  5.423  -5.145  -0.077
C  -2.556  0.469  -2.711  -0.328
C  -2.602  4.225  -4.722  -0.296
C  3.323  0.341  -2.817  -0.291
C  3.821  -2.005  4.864  -0.225
C  -4.079  0.376  1.347  -0.264
C  1.817  0.783  -2.698  -0.403
C  -1.734  5.202  -0.361  -0.082
C  -3.203  4.633  -0.502  -0.291
C  0.736  0.738  -5.841  -0.379
C  5.600  -3.084  3.337  -0.272
C  -0.187  -1.824  -2.172  -0.296
C  -4.305  1.381  2.476  -0.226
C  4.738  -1.871  6.081  -0.274
C  1.774  -4.806  0.931  -0.083
C  -3.789  1.415  -3.087  -0.225
C  0.319  -3.291  -2.408  -0.494
C  5.852  -1.840  2.492  -0.104
C  3.182  -4.633  0.647  -0.119
C  2.767  -3.638  -1.612  -0.026
C  -5.204  -0.348  4.166  -0.274
C  4.193  1.428  -2.044  -0.219
C  -1.259  1.059  -3.403  -0.380
H  6.868  -1.855  2.091  0.069
H  3.088  -3.180  -2.571  0.098
H  -4.669  1.018  -2.498  0.097
H  6.340  -3.141  4.141  0.096
H  5.156  -1.796  1.651  0.074
H  -3.784  5.351  -1.130  0.108
H  1.349  -5.212  1.872  0.092
H  -2.040  6.346  -4.647  0.074
H  5.761  -3.969  2.711  0.092
H  5.360  -2.942  7.853  0.065
H  3.714  0.352  -3.866  0.093
H  1.481  0.850  -1.622  0.042
H  3.516  -0.626  -2.279  0.082
H  -3.210  0.445  4.085  0.100
H  -3.655  4.495  -4.976  0.112
H  3.466  -3.139  3.078  0.094
H  -1.554  6.005  -1.120  0.067
H  -3.667  4.661  0.521  0.115
H  -0.843  -1.456  -4.943  -0.109
H  -1.545  5.523  -6.250  0.072
H  2.793  -2.158  5.209  0.110
H  -2.783  -0.576  -3.053  0.078
H  3.698  -3.284  7.355  0.073
H  1.634  0.292  -6.334  -0.038
H  4.793  -3.916  -0.794  0.094
H  -2.491  0.462  -1.586  0.081
H  -7.320  -0.770  4.286  0.066
H  5.766  -1.668  5.768  0.097
H  -5.024  -0.719  5.181  0.101
H  0.321  -1.389  -1.262  0.051
H  -0.282  -4.446  0.030  0.109
H  -0.805  1.794  -2.674  0.045
H  -2.521  -0.818  2.294  0.065
H  -6.890  0.879  4.759  0.072
H  -0.636  5.200  -4.698  0.081
H  -1.560  1.595  -4.338  0.019
H  1.718  1.839  -3.102  0.038
H  -4.840  -0.410  1.374  0.100
H  -2.294  3.361  -5.376  0.110
H  3.921  -4.952  1.418  0.079
H  3.946  2.437  -2.477  0.106
H  0.873  1.804  -5.524  -0.029
H  -0.170  0.659  -6.504  -0.034
H  -0.943  4.427  -0.493  0.081
H  4.417  -1.000  6.662  0.102
H  -4.027  1.289  -4.171  0.105
H  -2.575  -0.944  0.537  0.062
H  1.712  -1.588  -4.390  -0.109
H  -4.208  0.894  0.391  0.088
H  3.816  -1.056  4.321  0.103
H  -1.648  5.681  0.654  0.070
H  -5.011  -1.190  3.495  0.098
H  -6.911  0.416  3.049  0.065
H  4.046  -4.106  4.412  0.102
H  -1.286  -1.920  -1.966  0.041
H  -1.917  0.513  1.292  0.080
H  -5.278  1.861  2.330  0.101
H  5.295  1.250  -2.128  0.101
H  5.060  -3.991  6.469  0.064
H  -4.411  1.602  4.607  0.106
H  5.742  -0.926  3.078  0.066
H  -3.562  2.183  2.392  0.107

This record from OMol25 describes a 2-piece molecular cluster, C4H13NO overall. The level of theory is ωB97M-V/def2-TZVPD.

2S+1   1
Frontier orbital gap   10.84 eV

Last column: natural (NBO) charge in e.
Atoms and positions in Å:
O  2.069  -0.159  -1.207  -0.731
N  2.623  0.962  0.833  -0.852
C  -1.440  0.390  -0.323  -0.400
C  -2.188  0.134  0.989  -0.601
C  2.047  -0.195  0.199  0.088
C  -1.447  -0.825  -1.256  -0.626
H  -1.941  -1.697  -0.853  0.201
H  0.997  -0.206  0.471  0.166
H  2.905  0.172  -1.560  0.473
H  2.110  1.230  1.664  0.366
H  -1.604  -0.540  1.613  0.194
H  -2.281  1.065  1.555  0.203
H  2.488  -1.147  0.511  0.135
H  -0.453  0.754  -0.068  0.195
H  3.568  0.828  1.173  0.357
H  -0.427  -1.106  -1.531  0.224
H  -3.190  -0.274  0.861  0.203
H  -1.899  -0.595  -2.222  0.209
H  -1.937  1.207  -0.850  0.197

This record from OMol25 describes one molecule with the formula C8H13NO. The level of theory is ωB97M-V/def2-TZVPD.

2S+1   1
Frontier orbital gap   9.04 eV

Last column: natural (NBO) charge in e.
Atoms and positions in Å:
O  -1.100  1.395  1.174  -0.567
N  -2.273  -1.302  0.750  -0.834
C  -0.977  -1.560  0.145  -0.114
C  0.826  0.108  0.507  -0.062
C  2.117  0.436  0.759  -0.405
C  -0.726  -0.896  -1.186  -0.187
C  0.172  -1.126  1.105  -0.443
C  -0.159  1.288  0.421  0.592
C  0.241  2.442  -0.473  -0.725
C  0.567  -0.757  -1.607  -0.389
H  0.787  -0.126  -2.456  0.205
H  2.443  1.443  0.964  0.199
H  -0.640  3.019  -0.730  0.236
H  2.911  -0.287  0.667  0.198
H  -0.894  -2.648  0.005  0.208
H  -1.547  -0.378  -1.668  0.210
H  -2.358  -0.319  0.986  0.380
H  1.295  -1.545  -1.455  0.207
H  0.923  -1.910  1.201  0.218
H  -0.258  -0.919  2.084  0.254
H  0.730  2.098  -1.375  0.224
H  0.944  3.086  0.069  0.242
H  -3.025  -1.543  0.113  0.353

This record from OMol25 describes a 3-piece molecular cluster, C14H21Br2N3O8 overall. The level of theory is ωB97M-V/def2-TZVPD.

2S+1   1
Frontier orbital gap   10.16 eV

Last column: natural (NBO) charge in e.
Atoms and positions in Å:
Br  -1.396  -2.743  2.622  -0.019
Br  -1.651  -1.923  -2.138  0.056
O  4.926  -1.356  1.096  -0.499
O  -3.975  -4.444  1.114  -0.372
O  3.811  0.489  1.421  -0.498
O  6.062  0.504  1.755  -0.634
O  -3.328  -5.584  2.694  -0.273
O  0.292  3.377  -1.985  -0.500
O  -0.646  5.287  -2.787  -0.639
O  1.457  5.215  -1.919  -0.500
N  -4.970  -1.618  -2.480  -0.295
N  -2.670  1.472  -0.626  -0.341
N  -4.093  -4.687  2.442  0.371
C  -0.911  2.681  -2.318  -0.251
C  -3.133  0.493  -0.077  0.290
C  -4.615  -3.202  0.720  -0.110
C  0.447  -2.752  0.365  -0.646
C  -2.149  -2.660  -0.318  -0.256
C  5.039  -0.062  1.455  0.980
C  0.273  4.687  -2.282  0.979
C  -1.039  -2.148  0.725  -0.254
C  -3.652  -2.140  -0.021  -0.141
C  -3.745  -0.745  0.776  -0.500
C  3.778  1.869  1.781  -0.257
C  -4.329  -1.860  -1.477  0.245
C  6.161  -2.071  1.086  -0.257
C  1.579  6.612  -2.179  -0.256
H  0.774  -2.518  -0.707  0.244
H  -5.461  -3.494  -0.021  0.234
H  1.492  6.814  -3.249  0.192
H  5.950  -3.098  0.783  0.195
H  -0.975  -0.995  0.789  0.243
H  -0.783  1.636  -2.035  0.196
H  0.830  7.175  -1.616  0.192
H  1.220  -2.304  1.083  0.242
H  0.418  -3.890  0.597  0.223
H  6.853  -1.633  0.363  0.194
H  -4.877  -0.495  0.866  0.273
H  2.569  6.928  -1.847  0.193
H  -1.097  2.727  -3.394  0.183
H  4.377  2.463  1.087  0.196
H  -3.329  -0.767  1.842  0.289
H  6.603  -2.089  2.084  0.193
H  -2.038  -3.792  -0.424  0.270
H  4.124  2.008  2.808  0.191
H  -1.755  3.086  -1.763  0.213
H  -5.160  -2.661  1.589  0.223
H  2.742  2.206  1.719  0.199

This record from OMol25 describes a 2-piece molecular cluster, C5H8O overall. The level of theory is ωB97M-V/def2-TZVPD.

2S+1   1
Frontier orbital gap   10.85 eV

Last column: natural (NBO) charge in e.
Atoms and positions in Å:
O  1.962  1.495  -1.153  -0.530
C  1.734  0.314  -1.118  0.288
C  -0.374  -0.123  0.616  0.009
C  -1.452  0.588  -0.075  -0.450
C  -1.424  -0.941  0.003  -0.454
C  0.710  -0.038  1.366  -0.398
H  -1.258  1.040  -1.047  0.228
H  -2.110  -1.449  0.675  0.227
H  1.138  0.932  1.606  0.216
H  -1.231  -1.479  -0.924  0.221
H  0.823  -0.131  -1.565  0.101
H  2.413  -0.425  -0.651  0.113
H  -2.161  1.138  0.538  0.227
H  1.229  -0.921  1.728  0.204

Which of these has the lowest frontier orbital gap?
C31H62FNbO4P

Look up the 2S+1 of the third one.
1

Which formula does entry 4 have?
C14H21Br2N3O8